Entry 1:
Molecular formula: C35H33ClMnN4Si2
Method: DFT, the ωB97M-V functional and the def2-TZVPD basis

Atoms and positions in Å:
C1 1.22925 -0.17100 -0.78055
C2 0.20341 -0.60055 -1.69177
C3 -0.53270 0.56634 -2.10570
H1 0.07024 -1.61032 -2.07372
C4 0.02788 1.70312 -1.43662
C5 1.12021 1.25069 -0.62961
H2 1.81342 1.88456 -0.07532
H3 2.01789 -0.79637 -0.36419
H4 -1.31685 0.59187 -2.85449
H5 -0.26701 2.74181 -1.58372
Mn1 -0.72550 0.28621 0.04544
Si1 -4.30705 0.79637 -0.45958
C6 -4.38832 -1.03405 -1.01551
C7 -5.29635 -1.92388 -0.42037
H6 -5.85450 -1.61521 0.46843
C8 -5.50326 -3.18221 -0.99394
H7 -6.26325 -3.84179 -0.56464
C9 -4.73672 -3.58885 -2.09526
H8 -4.90272 -4.57379 -2.53582
C10 -3.76027 -2.73993 -2.62348
H9 -3.11832 -3.06839 -3.44644
C11 -3.60646 -1.45190 -2.09959
H10 -2.85877 -0.77732 -2.51684
C12 -3.66553 1.95829 -1.85144
C13 -3.87104 1.73076 -3.22078
H11 -4.33825 0.80696 -3.57020
C14 -3.50447 2.70309 -4.15514
H12 -3.69772 2.52978 -5.21506
C15 -2.88318 3.88539 -3.74227
H13 -2.61821 4.65730 -4.46489
C16 -2.60477 4.07636 -2.38324
H14 -2.08594 4.97377 -2.03785
C17 -2.98865 3.11533 -1.44592
H15 -2.76171 3.25537 -0.38382
H16 -2.67504 0.45910 -0.34120
Si2 -6.45020 1.37728 -1.05202
C18 -6.87291 2.98747 -1.91351
C19 -7.75162 3.01108 -3.01913
H17 -8.35007 2.12583 -3.26251
C20 -7.84034 4.13888 -3.84387
H18 -8.48918 4.12276 -4.71851
C21 -7.07910 5.27787 -3.57140
H19 -7.10909 6.14125 -4.23857
C22 -6.27039 5.29032 -2.43113
H20 -5.67113 6.16879 -2.20694
C23 -6.20675 4.18555 -1.57983
H21 -5.59563 4.23156 -0.67267
C24 -7.51118 0.04877 -1.83485
C25 -7.14270 -0.50322 -3.07583
H22 -6.25497 -0.13756 -3.59736
C26 -7.88933 -1.54265 -3.63942
H23 -7.54762 -1.99481 -4.56775
C27 -9.05234 -2.00180 -3.02275
H24 -9.63701 -2.80230 -3.48056
C28 -9.43748 -1.43768 -1.80103
H25 -10.33712 -1.80166 -1.30744
C29 -8.67330 -0.42775 -1.20323
H26 -8.97674 -0.00664 -0.23940
H27 -6.50965 1.38390 0.46737
Cl1 -4.01632 1.40742 1.55246
N1 -0.06304 -2.90407 2.50593
C30 -0.52708 -3.77538 1.52746
C31 -0.99701 -3.00691 0.50198
N2 -0.83971 -1.66395 0.83313
C32 -0.28120 -1.63514 2.06300
C33 0.15765 -0.40295 2.64555
N3 0.04124 0.76477 1.97474
C34 0.73306 1.71160 2.71991
C35 1.23614 1.12669 3.84160
N4 0.88454 -0.21732 3.78383
H28 0.35463 -3.13965 3.40492
H29 -0.46599 -4.84326 1.63427
H30 -1.44306 -3.30630 -0.43473
H31 0.81395 2.73991 2.39053
H32 1.81727 1.53344 4.65226
H33 1.10017 -0.94925 4.46029

Forces on the atoms, in the same order (eV/Å):
1.22 1.04 -0.81
0.40 1.10 -0.23
1.07 0.87 -0.62
-0.16 0.25 0.31
-0.52 -0.74 -1.30
1.05 -1.52 -0.65
-0.43 -0.29 0.00
-0.41 0.18 0.03
0.03 0.11 0.39
-0.13 -0.45 0.16
-2.74 -0.47 1.79
0.98 -0.29 -2.39
0.03 0.21 0.69
0.17 -0.14 -0.57
0.02 -0.12 -0.37
0.15 0.02 0.15
0.31 0.14 -0.22
-0.11 0.03 0.19
0.07 0.28 0.14
-0.02 0.16 0.04
-0.33 0.06 0.18
-0.15 -0.50 0.28
-0.24 -0.16 0.04
0.88 -0.17 0.50
-0.03 0.49 0.08
0.01 0.29 0.12
0.09 -0.08 0.06
0.06 0.07 0.27
0.04 -0.02 0.34
-0.05 -0.25 0.15
-0.01 -0.01 -0.05
-0.19 -0.14 -0.21
-0.05 -0.02 -0.54
-0.09 0.07 -0.26
2.16 -0.25 0.48
-1.05 0.05 1.28
-0.09 0.65 -0.03
0.37 -0.01 -0.02
0.32 0.31 0.06
0.07 0.07 0.18
0.07 -0.02 0.22
0.08 -0.42 0.19
-0.01 -0.26 0.22
-0.13 0.01 0.16
-0.15 -0.05 0.03
0.00 -0.22 -0.51
-0.09 -0.01 -0.38
-0.16 -0.29 -0.02
-0.37 -0.32 0.30
-0.24 -0.16 0.16
0.16 0.25 -0.06
-0.14 0.10 0.08
0.22 0.21 0.37
0.16 0.26 0.19
0.03 -0.03 -0.06
0.15 0.11 -0.07
0.09 -0.24 -0.34
0.07 -0.18 -0.35
-1.52 0.31 -0.20
-0.33 0.01 -0.08
-0.27 0.55 -0.25
0.15 0.43 0.15
0.12 0.76 0.44
0.50 -0.40 1.42
-0.50 -1.45 -1.30
0.67 1.89 0.31
0.20 -1.08 1.10
-0.47 -0.43 -0.27
-0.02 -0.47 -0.08
-0.44 0.04 -0.54
-0.31 -0.15 -0.55
-0.04 0.00 0.07
-0.03 0.03 0.11
-0.08 -0.22 0.15
-0.07 -0.05 -0.03
-0.02 0.63 -0.23

Computed properties:
<S²>: 6.2261
Gap between HOMO and LUMO (spin up / spin down): 3.654 / 4.938 eV
Energy relative to the best compared isomer or geometry (same formula, charge and spin): 0.0 kJ/mol
Highest occupied orbital energy (spin up / spin down): -0.316 / -0.322 Ha
Net charge: +1
LUMO energy (spin up / spin down): -4.9 / -3.8 eV
Total energy: -102381.85847 eV
Spin multiplicity: 5

Entry 2:
Molecular formula: C35H33ClN4PrS2Si2
Method: DFT, the ωB97M-V functional and the def2-TZVPD basis

Atoms and positions in Å:
C1 -2.05177 -0.83875 4.80304
C2 -2.98652 -0.42822 3.80735
C3 -3.00591 -1.42899 2.78262
H1 -3.69018 0.41262 3.89824
C4 -2.06939 -2.45039 3.13801
C5 -1.47098 -2.07359 4.38535
H2 -0.80573 -2.70748 4.98493
H3 -1.92268 -0.37114 5.78826
H4 -3.73659 -1.47803 1.95851
H5 -1.94376 -3.41245 2.62046
Pr1 -0.39044 -0.40562 2.46744
Si1 -1.29560 -0.69031 -2.88002
C6 -0.80818 0.88215 -3.87196
C7 0.49268 0.88907 -4.41616
H6 1.15887 0.01389 -4.31713
C8 0.96848 1.99923 -5.12236
H7 1.99446 1.98782 -5.50659
C9 0.11445 3.08454 -5.32051
H8 0.49306 3.96019 -5.84352
C10 -1.20947 3.05237 -4.86896
H9 -1.88958 3.87729 -5.08519
C11 -1.67491 1.95467 -4.14007
H10 -2.71561 1.91866 -3.80250
C12 -0.58731 -1.94983 -4.22033
C13 -1.00597 -1.86843 -5.56955
H11 -1.91809 -1.30328 -5.81093
C14 -0.24515 -2.45414 -6.59462
H12 -0.57374 -2.35724 -7.62772
C15 0.92350 -3.17093 -6.29924
H13 1.52758 -3.62583 -7.08611
C16 1.27389 -3.35747 -4.95623
H14 2.14458 -3.95804 -4.67618
C17 0.47475 -2.82779 -3.92025
H15 0.68142 -3.09235 -2.86824
H16 -2.76482 -0.85286 -2.56419
Si2 2.39686 0.82830 -1.73729
C18 1.31763 -0.66583 -1.26264
C19 -0.19828 -0.69495 -1.35310
H17 -0.60687 0.19586 -0.87981
C20 -0.87339 -1.89499 -0.89577
H18 -1.93349 -2.03049 -1.11640
C21 -0.28072 -2.75356 -0.00710
H19 -0.91572 -3.50838 0.48116
C22 1.11112 -2.63485 0.17837
H20 1.59373 -3.37447 0.81342
C23 1.90520 -1.68308 -0.51638
H21 3.00484 -1.73757 -0.39196
C24 1.26741 2.16960 -1.10333
C25 0.39567 1.88953 -0.01996
H22 0.62587 1.00707 0.62091
C26 -0.79947 2.57435 0.19025
H23 -1.53189 2.12170 0.89557
C27 -1.03910 3.74307 -0.55286
H24 -1.96697 4.31191 -0.35590
C28 -0.11278 4.11424 -1.54420
H25 -0.33013 5.01474 -2.12086
C29 1.04555 3.36237 -1.81103
H26 1.72955 3.68050 -2.59957
H27 3.50603 0.81843 -0.89692
Cl1 2.18908 0.35988 2.19391
N1 -1.50201 3.29994 3.82223
C30 -0.68720 2.63636 4.68716
N2 -0.12843 1.44526 4.47086
C31 0.73635 1.12467 5.55053
C32 0.78640 2.09139 6.54224
S1 -0.27425 3.41319 6.22104
C33 1.45455 -0.11558 5.55166
C34 2.44857 -0.50189 6.44019
S2 3.13531 -2.02893 6.01346
C35 2.04636 -2.07786 4.63903
N3 1.18058 -1.07086 4.55595
N4 2.19711 -3.04534 3.71041
H28 -1.71940 4.26799 4.06598
H29 -1.47880 3.05841 2.83291
H30 1.38448 1.99815 7.44063
H31 2.73233 0.05535 7.32624
H32 2.93243 -3.72641 3.86601
H33 1.77056 -2.96660 2.78930

Forces on the atoms, in the same order (eV/Å):
-0.06 -0.45 -0.43
0.10 -0.51 -0.24
-0.06 0.20 0.07
0.57 -0.41 -0.17
-0.04 0.29 0.22
-0.77 -0.20 -0.10
-0.30 0.48 -0.43
0.19 -0.12 -0.71
0.62 0.09 0.43
0.01 0.61 0.32
0.76 -0.02 2.14
1.19 0.64 -4.07
-0.69 -0.42 0.17
0.28 0.06 0.02
-0.54 0.49 0.00
-0.30 -0.22 0.27
-0.46 0.13 0.09
0.04 0.06 -0.04
-0.18 -0.13 0.00
0.05 -0.11 0.08
0.26 -0.16 0.03
0.51 -0.01 -0.02
0.37 0.09 -0.05
-0.61 -0.64 0.68
0.46 0.21 0.19
0.56 -0.15 -0.03
-0.21 -0.07 0.37
0.05 -0.01 0.21
-0.23 0.17 0.64
-0.20 0.25 0.19
-0.43 -0.20 0.40
-0.31 0.15 -0.24
0.11 0.41 -0.34
0.19 0.34 -0.62
0.67 0.37 0.02
-2.73 -1.69 0.29
0.05 1.75 -0.54
0.53 -0.21 -0.68
-0.25 0.24 -0.01
-0.36 -1.28 3.02
0.19 -0.11 0.23
-1.41 0.34 -0.96
0.72 0.05 -0.40
1.89 0.64 0.06
0.17 0.17 -0.13
-0.18 -2.07 0.89
-0.82 0.13 -0.10
-0.64 1.15 0.11
-0.26 -0.51 -0.29
0.07 0.89 -0.94
0.66 0.13 0.01
0.27 0.71 -0.30
-0.23 -0.36 -0.11
0.70 -0.27 -0.42
-0.27 0.39 0.53
0.19 -0.23 0.13
-0.93 -0.25 0.45
-0.32 -0.17 0.11
1.85 -0.30 0.97
-0.32 -0.20 -0.08
-0.16 0.11 0.04
0.74 -0.59 0.20
-0.11 1.12 0.51
-1.15 2.29 0.54
0.08 -1.51 -0.85
0.22 -0.88 -0.90
1.50 -2.13 0.45
-1.27 0.80 -0.67
-0.77 0.55 -0.40
-0.34 1.18 0.14
1.22 -0.48 0.12
-0.20 -0.47 -0.01
0.08 -0.65 -0.44
0.08 0.29 0.53
-0.28 0.27 -0.08
0.18 -0.28 -0.23
-0.40 0.20 -0.37
0.41 0.03 0.54

Computed properties:
<S²>: 2.0058
Gap between HOMO and LUMO (spin up / spin down): 5.177 / 5.187 eV
Energy relative to the best compared isomer or geometry (same formula, charge and spin): 235.7 kJ/mol
Highest occupied orbital energy (spin up / spin down): -0.338 / -0.338 Ha
Net charge: +1
LUMO energy (spin up / spin down): -4.0 / -4.0 eV
Total energy: -106800.89751 eV
Spin multiplicity: 3